Entry A
DFT (the ωB97M-V functional and the def2-TZVPD basis) results for an isolated molecule of C5H4.

Last column: natural (NBO) charge in e.
Element x y z (Å)
1 C -1.20137 -1.72219 0.74097  -0.209
2 C -0.46964 -0.99645 -0.00457  -0.283
3 C 0.40578 -0.10271 -0.61595  -0.403
4 C 0.49150 1.26575 -0.25846  -0.047
5 C 0.59011 2.42914 0.05447  -0.218
6 H -2.10860 -2.30526 0.71411  0.231
7 H 0.50409 -1.51640 0.35672  0.451
8 H 1.12582 -0.50909 -1.31950  0.243
9 H 0.66230 3.45722 0.33221  0.236

HOMO energy (spin up / spin down) ... -7.62 / -7.61 eV
Gap between HOMO and LUMO (spin up / spin down) ... 7.552 / 7.553 eV

***

Entry B
DFT (the ωB97M-V functional and the def2-TZVPD basis) results for a structure of composition C5H4.

Last column: natural (NBO) charge in e.
Element x y z (Å)
1 C -1.35364 -0.01021 0.00746  0.024
2 C -2.69291 -0.11426 0.18203  -0.422
3 C -0.05310 -0.17414 -0.03543  -0.252
4 C 1.23357 -0.19027 -0.00757  0.177
5 C 2.53050 -0.01641 0.04666  -0.559
6 H -2.19130 0.29058 -0.84432  0.309
7 H -3.63359 0.32880 0.51398  0.270
8 H 3.08439 0.45161 -0.66109  0.226
9 H 3.07608 -0.56570 0.79828  0.228

HOMO energy ... -7.41 eV
Gap between HOMO and LUMO ... 7.218 eV

***

Here are the energies relative to the best structure, in kJ/mol: entry A 18.8; entry B 0.0.